Record 1
Molecular formula: C7H10N5
Method: DFT, ωB97M-V with the def2-TZVPD basis set

Results
Energy above the lowest of the compared OMol25 structures with the same formula, charge and spin = 5.744 eV
HOMO-LUMO gap (alpha / beta) = 0.26667 / 0.26680 hartree
E_LUMO (alpha / beta) = -4.564 / -4.562 eV
DFT total energy = -546.07090 Ha
F_max = 3.756 eV/A
Highest occupied orbital energy (alpha / beta) = -11.8 / -11.8 eV
Charge = +1

Last column: natural (NBO) charge in e.
Cartesian coordinates (Å):
C (1.491926, -1.545470, 1.809514)  0.05
C (2.101504, 1.782074, 0.296959)  0.07
C (2.235607, -0.438561, 1.305678)  0.35
C (-0.700432, -0.725560, 1.088045)  0.48
C (0.514371, 1.124312, -1.346019)  0.73
C (-1.804927, -0.687963, 2.157184)  -0.66
C (-1.063868, -0.064921, -2.919603)  -0.39
N (0.278707, -1.573592, 1.403702)  -0.40
N (1.355975, 1.752506, -0.790060)  -0.39
N (2.293448, 0.714078, 1.054940)  -0.26
N (-0.819379, 0.040064, 0.045657)  -0.70
N (0.110053, 0.688500, -2.481825)  -0.57
H (1.928115, -2.410795, 2.350073)  0.25
H (2.545054, 2.794806, 0.455686)  0.24
H (-1.860451, 0.287155, 2.521431)  0.23
H (-1.518201, -1.363994, 2.922760)  0.24
H (-2.738384, -1.108630, 1.804978)  0.25
H (-0.988242, 0.068069, -3.946224)  0.23
H (-0.726942, -0.965402, -2.457246)  0.23
H (-1.949665, 0.296846, -2.356892)  0.23
H (-1.550034, 0.595845, 0.293604)  0.36
H (0.865765, 0.740633, -3.212343)  0.43

Force components x, y, z for each atom (eV/Å):
-0.2 0.3 -0.5
1.8 1.4 1.6
0.4 -1.3 0.9
0.1 0.8 0.2
-1.3 -1.0 -0.3
0.9 -1.7 -1.0
0.4 0.8 3.6
-0.3 -1.5 0.6
-0.4 0.3 0.0
-0.5 2.0 -1.5
2.9 -2.1 -0.6
2.3 1.5 -1.5
0.0 0.7 -0.6
0.0 -1.5 0.6
-0.5 1.6 0.6
0.3 -0.3 1.0
-0.3 0.4 -0.5
-0.9 -0.5 -1.8
-1.1 -1.8 -0.8
0.4 -0.2 -1.1
-3.0 2.2 -0.1
-1.0 -0.1 1.0



Record 2
Molecular formula: C6H12O
Method: DFT, ωB97M-V with the def2-TZVPD basis set

Results
Energy above the lowest of the compared OMol25 structures with the same formula, charge and spin = 0.358 eV
HOMO-LUMO gap = 0.38755 hartree
E_LUMO = 1.120 eV
DFT total energy = -311.04610 Ha
F_max = 0.637 eV/A
Highest occupied orbital energy = -9.4 eV
Charge = 0
SMILES = C[C@H]1CO[C@@H](C)C1

Last column: natural (NBO) charge in e.
Cartesian coordinates (Å):
C (2.371549, -0.416920, 0.246531)  -0.60
C (1.107108, 0.401508, 0.026950)  -0.25
C (0.504090, 0.246236, -1.370308)  -0.06
O (-0.840932, 0.676940, -1.255594)  -0.53
C (-1.299995, 0.510727, 0.073593)  0.10
C (-2.501536, -0.431009, 0.087612)  -0.62
C (-0.083948, 0.026469, 0.890497)  -0.43
H (3.187035, -0.000644, -0.358404)  0.21
H (2.211680, -1.457787, -0.072424)  0.20
H (2.681739, -0.414936, 1.301472)  0.21
H (1.325364, 1.467784, 0.165103)  0.20
H (0.969776, 0.861645, -2.148681)  0.19
H (0.536318, -0.810858, -1.686697)  0.15
H (-1.622818, 1.499322, 0.432574)  0.17
H (-3.247197, -0.103246, -0.648232)  0.22
H (-2.978047, -0.446595, 1.078437)  0.21
H (-2.194926, -1.451105, -0.179387)  0.20
H (-0.133185, -1.061163, 1.039069)  0.20
H (-0.046525, 0.491894, 1.882809)  0.22

Force components x, y, z for each atom (eV/Å):
0.0 0.0 -0.1
0.2 0.2 -0.4
0.0 -0.1 -0.1
0.1 0.1 -0.5
-0.3 -0.1 0.6
0.0 0.0 0.0
-0.4 0.0 0.3
-0.1 -0.2 0.2
0.1 0.2 0.2
-0.1 0.0 -0.3
0.0 -0.1 0.1
0.1 -0.2 0.2
0.1 0.1 0.0
0.0 -0.1 0.0
0.2 0.0 0.2
0.2 0.0 -0.2
0.0 0.2 0.1
0.0 0.1 -0.1
0.0 -0.1 -0.2



- The highest charge belongs to which entry?
  C7H10N5



- What is the DFT total energy in the second record?
  -311.04610 Ha